1.
{"formula": "C4H10OS", "method": "ωB97M-V with the def2-TZVPD basis set", "elements": ["H", "H", "O", "H", "H", "C", "H", "H", "H", "H", "C", "S", "H", "C", "C", "H"], "xyz": [[3.401, -1.355, 1.873], [-1.556, 0.397, -0.466], [-3.472, 0.068, 0.463], [-3.662, 2.688, 0.295], [2.496, -1.732, -1.543], [-2.663, 2.321, -0.024], [2.259, -0.091, -2.305], [0.909, -0.917, -1.541], [1.492, -1.240, 1.956], [2.267, -2.373, 0.890], [2.420, -1.321, 1.321], [2.540, -0.011, 0.088], [-2.248, 2.890, -0.885], [2.024, -0.789, -1.483], [-2.393, 0.969, 0.035], [-3.815, 0.497, 1.325]], "lowdin_charge": [0.03, 0.11, -0.12, 0.06, 0.00, -0.02, 0.04, 0.04, 0.04, 0.06, -0.47, 0.70, 0.06, -0.43, -0.20, 0.12], "homo_lumo_gap_ev": 9.39, "smiles": "C=CO.CSC", "charge": 0, "homo_ha": -0.3130}


2.
{"formula": "C18H24O6", "method": "ωB97M-V with the def2-TZVPD basis set", "elements": ["H", "H", "H", "C", "C", "C", "C", "H", "O", "H", "C", "C", "C", "H", "H", "O", "C", "O", "O", "H", "H", "H", "H", "H", "H", "C", "C", "C", "C", "H", "H", "H", "H", "H", "O", "C", "C", "H", "C", "H", "C", "O", "C", "H", "H", "C", "H", "H"], "xyz": [[4.845, -3.008, 0.064], [4.401, 1.685, -0.027], [-4.865, 1.592, -2.237], [1.395, -0.686, -0.293], [3.551, 1.026, -0.102], [2.838, -2.659, -0.595], [-1.250, -4.280, 0.510], [-4.987, 1.897, 0.215], [1.952, 2.826, 0.226], [-5.493, -0.057, -2.088], [2.334, 5.135, 0.579], [-5.024, 0.889, -0.210], [-0.214, 1.252, 0.068], [-1.233, -0.199, -1.199], [4.694, -2.702, -1.671], [-1.743, -1.944, 0.313], [-5.508, 0.939, -1.652], [-2.751, 2.265, -0.606], [-3.722, 0.302, -0.118], [-2.920, -3.221, 1.409], [3.644, 3.526, 1.188], [1.682, 5.381, -0.255], [3.589, 3.805, -0.575], [4.182, -4.263, -0.997], [4.783, -0.678, -0.383], [4.234, -3.192, -0.817], [-1.533, -0.749, 0.849], [-1.857, -3.068, 1.193], [1.154, 0.653, -0.088], [-0.210, -4.089, 0.254], [-0.297, 2.134, -0.572], [0.585, -1.392, -0.376], [-1.339, -2.831, 2.128], [-5.664, 0.249, 0.401], [1.879, -3.403, -0.573], [2.693, -1.202, -0.403], [2.257, 1.527, 0.015], [3.095, 5.903, 0.677], [-1.374, 0.307, -0.239], [-0.320, 1.602, 1.100], [2.988, 3.783, 0.344], [-1.470, -0.517, 2.026], [3.767, -0.323, -0.308], [-1.301, -5.136, 1.177], [-6.523, 1.325, -1.681], [-2.678, 1.096, -0.344], [1.737, 5.104, 1.486], [-1.794, -4.508, -0.402]], "lowdin_charge": [0.09, 0.10, 0.08, 0.06, 0.00, -0.40, -0.05, 0.12, -0.04, 0.08, -0.06, -0.20, -0.07, 0.17, 0.09, 0.00, -0.06, 0.14, 0.01, 0.13, 0.13, 0.08, 0.13, 0.08, 0.11, -0.02, -0.49, -0.20, -0.10, 0.05, 0.13, 0.11, 0.12, 0.13, 0.07, -0.15, -0.21, 0.08, -0.10, 0.15, -0.25, 0.14, -0.02, 0.08, 0.08, -0.45, 0.08, 0.08], "homo_lumo_gap_ev": 9.22, "smiles": "CCOC(=O)C(Cc1cc(C(C)=O)ccc1OCC)C(=O)OCC", "charge": 0, "homo_ha": -0.3190}


3.
{"formula": "C7H11BrNO", "method": "ωB97M-V with the def2-TZVPD basis set", "elements": ["C", "H", "C", "H", "C", "H", "H", "Br", "C", "N", "O", "C", "H", "H", "H", "H", "H", "C", "C", "H", "H"], "xyz": [[0.393, 1.764, -1.215], [1.680, -1.190, 0.556], [0.881, -0.626, 1.034], [0.924, 2.310, -1.980], [-1.274, 1.873, 0.572], [-0.268, -1.887, -1.372], [0.498, -1.180, 1.885], [-3.633, -0.127, -0.195], [-0.466, 2.488, -0.337], [-0.779, -1.602, -0.525], [1.146, -0.403, -1.961], [-0.218, -0.318, 0.000], [1.568, 0.083, -2.682], [-0.719, -2.343, 0.186], [1.307, 0.305, 1.398], [-1.635, 0.046, 1.630], [-0.470, 3.563, -0.423], [-1.335, 0.464, 0.679], [0.513, 0.426, -1.112], [-1.801, -1.425, -0.727], [-1.935, 2.452, 1.194]], "lowdin_charge": [0.01, 0.11, 0.03, 0.13, -0.12, 0.17, 0.10, 0.29, 0.00, 0.23, 0.10, -0.41, 0.15, 0.18, 0.12, 0.10, 0.13, -0.22, -0.25, 0.03, 0.12], "homo_lumo_gap_ev": [7.06, 7.06], "charge": 1, "homo_ha": [-0.4548, -0.4548]}


4.
{"formula": "C6H11O", "method": "ωB97M-V with the def2-TZVPD basis set", "elements": ["C", "O", "H", "H", "H", "H", "H", "H", "H", "H", "C", "H", "C", "C", "C", "H", "C", "H"], "xyz": [[2.032, 0.715, -0.355], [-0.269, 1.108, -0.161], [-0.013, -1.317, 1.530], [2.000, 1.736, -0.734], [-1.447, -1.946, -0.264], [1.241, -1.707, 0.356], [2.914, 0.614, 0.271], [2.106, 0.033, -1.198], [-2.693, 1.595, 0.348], [0.917, 0.849, 1.490], [-1.287, 0.180, -0.640], [-1.637, 0.480, -1.626], [-0.692, -1.210, -0.532], [-2.109, 0.696, 0.483], [0.387, -1.062, 0.548], [-1.968, 0.317, 1.484], [0.785, 0.416, 0.493], [-0.267, -1.496, -1.492]], "lowdin_charge": [0.01, 0.00, 0.12, 0.10, 0.14, 0.13, 0.10, 0.09, 0.13, 0.16, -0.27, 0.17, -0.09, 0.39, -0.10, 0.13, -0.33, 0.13], "homo_lumo_gap_ev": 9.27, "charge": 1, "homo_ha": -0.5807}